1.
A structure of composition C12H27O12PS2 in a non-equilibrium geometry, computed with ωB97M-V/def2-TZVPD.

frontier orbital gap	9.55	eV
E_LUMO	-0.1	eV
highest occupied orbital energy	-9.61	eV
E_tot	-2514.052479	hartree

Last column: natural (NBO) charge in e.
Element x y z (Å)
1 S -12.471638 0.088188 0.814122  -0.526
2 S -8.857731 0.727893 1.215477  1.728
3 P -11.469321 1.416290 1.837907  1.032
4 O 7.915807 -2.791983 -2.810609  -0.646
5 O 2.547962 -1.799456 0.350076  -0.494
6 O 7.192449 -0.861627 -3.731197  -0.493
7 O 1.645710 0.085687 1.205300  -0.649
8 O -10.041544 0.712099 2.451240  -0.951
9 O -7.700424 0.006144 1.766954  -0.872
10 O -8.355532 2.326225 1.120075  -0.885
11 O -3.181329 2.093795 -0.392611  -0.653
12 O 9.177471 -0.925242 -2.898154  -0.494
13 O 0.449898 -1.427194 0.037454  -0.493
14 O -3.943811 2.344512 1.721049  -0.495
15 O -2.149017 3.386034 1.145630  -0.494
16 C -0.714099 -0.643026 0.301688  -0.257
17 C -4.561871 0.009141 1.416089  -0.643
18 C 8.077251 -1.644296 -3.119080  0.981
19 C -3.106163 2.565156 0.710930  0.982
20 C -1.116778 3.632588 0.191006  -0.255
21 C 10.182285 -1.622408 -2.162622  -0.257
22 C 3.819753 -1.438130 0.903519  -0.071
23 C -5.031207 1.448297 1.442466  -0.071
24 C 1.559004 -0.941941 0.591903  0.981
25 C 5.930275 -1.476279 -4.023052  -0.071
26 C 5.068207 -1.600949 -2.784254  -0.641
27 C 3.870583 -1.689727 2.396273  -0.640
28 H -1.527837 3.991042 -0.751317  0.195
29 H 6.084031 -2.442026 -4.505794  0.194
30 H -12.159965 1.886901 2.977245  0.007
31 H 5.519623 -2.269237 -2.051465  0.223
32 H 3.164004 -1.055404 2.930390  0.227
33 H 5.441157 -0.825198 -4.746114  0.191
34 H -0.566045 0.395804 0.014763  0.194
35 H 9.850745 -1.786623 -1.137620  0.188
36 H -3.857935 -0.161967 0.601215  0.214
37 H -0.470806 4.400764 0.608279  0.196
38 H 4.870110 -1.490148 2.784271  0.217
39 H -4.046938 -0.245191 2.344924  0.208
40 H 3.606666 -2.725273 2.617900  0.212
41 H 10.432126 -2.570008 -2.636413  0.197
42 H -11.111326 2.468565 0.956767  -0.023
43 H -1.529373 -1.051339 -0.289803  0.200
44 H 4.082485 -1.991212 -3.039591  0.223
45 H -5.405020 -0.666021 1.286023  0.234
46 H 4.057087 -0.401326 0.661121  0.192
47 H -8.956325 2.914923 1.583080  0.492
48 H 4.948060 -0.628507 -2.302585  0.210
49 H 11.067158 -0.991032 -2.150194  0.195
50 H -0.977673 -0.714345 1.357029  0.189
51 H -5.525827 1.728875 0.512026  0.190
52 H 4.555940 -2.065179 0.402353  0.191
53 H -5.750685 1.584371 2.245427  0.200
54 H -0.529628 2.728997 0.030504  0.188

Force components x, y, z for each atom (eV/Å):
0.36 0.91 0.63
2.21 -1.27 0.36
-0.83 -2.87 -0.91
-0.01 -0.37 0.07
0.10 -0.06 -0.16
0.01 0.09 -0.15
0.03 0.35 0.14
-0.17 2.27 -0.91
-2.21 1.33 -0.62
-0.41 -1.17 0.48
0.01 -0.01 -0.23
0.11 0.02 0.00
-0.08 0.01 -0.07
-0.05 0.21 -0.02
0.03 0.08 -0.05
-0.40 0.08 0.01
0.32 -0.12 -0.08
-0.06 0.35 -0.06
-0.02 -0.11 0.39
0.26 0.16 -0.12
0.33 -0.03 0.14
0.47 0.04 0.28
-0.25 -0.46 -0.02
0.00 -0.33 -0.13
-0.50 -0.16 -0.04
0.10 0.01 0.27
-0.24 -0.01 0.16
-0.05 -0.13 0.00
0.13 -0.02 0.13
0.72 0.28 -0.13
0.01 -0.08 -0.11
0.06 0.08 -0.06
0.21 0.13 0.01
0.07 -0.02 0.09
-0.03 -0.12 -0.05
-0.08 0.07 -0.06
-0.11 -0.04 0.16
0.01 -0.02 -0.06
-0.13 0.04 0.06
0.12 -0.03 -0.06
-0.13 -0.02 0.05
0.26 0.17 0.86
0.17 -0.16 -0.07
0.01 0.04 -0.03
-0.02 0.05 0.05
-0.18 0.03 0.04
-0.10 0.34 0.24
-0.08 0.03 -0.12
-0.13 0.13 -0.09
0.06 0.14 0.00
0.18 0.05 -0.05
-0.20 -0.09 -0.14
0.17 0.18 0.08
-0.06 0.01 -0.08

2.
An isolated molecule of C5H5N2P in a non-equilibrium geometry, computed with ωB97M-V/def2-TZVPD.

structure (SMILES)	N#Cc1c[nH]cc1P
frontier orbital gap	9.66	eV
E_LUMO	0.6	eV
ΔE to the lowest compared entry with this formula, charge and spin	0.0	kJ/mol
highest occupied orbital energy	-9.07	eV
E_tot	-644.342272	hartree

Last column: natural (NBO) charge in e.
Element x y z (Å)
1 P 1.463054 -0.978662 -1.668345  0.330
2 N 0.621403 -2.611510 1.570394  -0.323
3 N -0.796643 1.666437 0.308304  -0.502
4 C -0.017573 1.264192 -0.767092  -0.066
5 C 0.390994 -0.006912 -0.568631  -0.327
6 C -0.092038 -0.321042 0.884351  -0.254
7 C -0.904569 0.725900 1.298358  0.003
8 C 0.209231 -1.584110 1.303402  0.271
9 H -1.337476 0.909871 2.306982  0.239
10 H -1.241948 2.560534 0.368615  0.414
11 H -0.000186 1.923118 -1.667423  0.225
12 H 1.330336 -2.171235 -0.948980  0.009
13 H 0.375413 -1.376581 -2.419936  -0.019

Force components x, y, z for each atom (eV/Å):
-0.02 0.15 0.31
0.37 -1.68 0.45
-0.40 0.32 0.34
-1.25 0.91 -0.45
-0.16 0.07 3.04
-0.45 2.10 -3.93
1.64 -0.47 -0.02
0.03 -0.32 1.16
0.19 -0.10 -1.27
-0.05 0.19 -0.06
0.25 -0.73 1.00
0.29 -0.22 0.30
-0.44 -0.22 -0.87

3.
An isolated molecule of C6H5NO2S2 in a non-equilibrium geometry, computed with ωB97M-V/def2-TZVPD.

spin multiplicity	3
frontier orbital gap (spin up / spin down)	7.16 / 6.20	eV
E_LUMO (spin up / spin down)	-0.1 / -3.1	eV
highest occupied orbital energy (spin up / spin down)	-7.24 / -9.30	eV
E_tot	-1233.006682	hartree

Last column: Mulliken spin population.
Element x y z (Å)
1 S 1.605235 -1.378614 -1.050782  1.271
2 S -1.214596 1.837500 0.795081  0.092
3 O -0.086067 1.631411 -2.604723  0.130
4 O -0.678487 -0.407154 -2.977315  0.103
5 N -0.251574 0.478609 -2.274540  0.022
6 C -0.162025 -1.233000 -0.441122  0.004
7 C -0.253146 -1.439896 1.012821  -0.015
8 C 0.072275 0.149548 -0.908007  0.378
9 C 0.329010 1.243752 0.019859  -0.037
10 C -0.029758 -0.458496 1.885089  0.043
11 C 0.222658 0.927152 1.470319  -0.008
12 H -0.435464 -2.450597 1.341625  -0.002
13 H 0.803147 1.532607 2.156222  -0.001
14 H -0.835594 -1.830340 -1.052002  0.009
15 H -0.070445 -0.640707 2.946979  0.005
16 H 0.984831 2.038224 -0.319505  0.007

Force components x, y, z for each atom (eV/Å):
0.54 -1.78 0.32
-0.11 0.30 0.27
0.25 1.30 -0.61
-0.34 -1.41 -1.17
0.26 0.01 2.94
0.86 0.92 -1.19
0.50 -0.12 0.48
-1.77 0.83 -0.71
-0.09 0.09 -0.07
-0.11 -0.24 -0.18
-0.04 0.41 -0.25
-0.07 -0.09 0.09
0.07 -0.05 -0.12
0.17 0.07 -0.04
-0.07 -0.12 0.14
-0.03 -0.13 0.10

4.
A cluster of 2 separate species, C4H11OS in total in a non-equilibrium geometry, computed with ωB97M-V/def2-TZVPD.

spin multiplicity	2
frontier orbital gap (spin up / spin down)	9.38 / 6.49	eV
E_LUMO (spin up / spin down)	0.9 / -2.0	eV
ΔE to the lowest compared entry with this formula, charge and spin	115.8	kJ/mol
highest occupied orbital energy (spin up / spin down)	-8.46 / -8.46	eV
E_tot	-632.317662	hartree

Last column: Mulliken spin population.
Element x y z (Å)
1 S 1.426666 -0.717536 -1.638309  0.017
2 O -1.958904 0.256406 0.348010  0.807
3 C -1.431256 1.319548 0.998968  -0.038
4 C 2.224841 -0.032241 -0.162649  0.003
5 C -1.725461 1.262614 2.517923  0.015
6 C -0.024441 -1.461416 -0.874303  0.080
7 H 1.462148 0.419247 0.518915  0.004
8 H -1.277344 2.119815 3.091930  0.001
9 H 2.839473 -0.791959 0.410424  0.001
10 H -2.827679 1.266125 2.654918  0.000
11 H -0.624308 -1.932402 -1.668215  -0.002
12 H -1.815961 2.290676 0.623009  0.034
13 H 0.271030 -2.229751 -0.126199  0.002
14 H -0.677253 -0.697476 -0.309193  -0.014
15 H -0.298762 1.401165 0.901731  0.091
16 H 2.901103 0.766370 -0.472126  -0.001
17 H -1.369973 0.286487 2.924033  0.001

Force components x, y, z for each atom (eV/Å):
-0.10 0.17 0.28
-0.03 0.12 -0.26
0.57 1.28 1.58
0.19 -0.37 1.01
-0.18 -0.36 0.41
-0.47 0.15 1.06
0.66 -0.46 -0.54
-0.38 -0.83 -0.63
-0.83 0.74 -0.65
0.64 0.14 0.02
0.20 0.23 0.34
0.17 -0.38 -0.35
-0.17 0.36 -0.55
0.99 -1.10 -1.09
-1.11 -0.39 -0.39
-0.08 -0.09 -0.07
-0.08 0.78 -0.17

5.
A structure of composition C26H36CdN8STe4 in a non-equilibrium geometry, computed with ωB97M-V/def2-TZVPD.

frontier orbital gap	4.53	eV
net charge	-2
E_LUMO	3.8	eV
highest occupied orbital energy	-0.69	eV
E_tot	-3088.542258	hartree

Last column: natural (NBO) charge in e.
Element x y z (Å)
1 Te -4.627562 -2.806824 -0.380011  -0.123
2 Te -2.250733 -2.229495 0.857905  -0.792
3 Te -5.715083 -2.927517 2.160149  -0.122
4 Te -8.323415 -3.113758 1.719633  -0.762
5 Cd 0.195989 -0.702120 -0.166643  1.573
6 S 0.524787 -2.760393 -1.959195  -0.507
7 N 2.243946 -4.153958 2.220275  -0.469
8 N 2.549443 -2.185939 3.619227  -0.477
9 N -1.673072 1.076272 -1.232959  -0.480
10 N 1.158251 0.856309 -1.438639  -0.681
11 N 1.597252 -1.963948 1.392783  -0.561
12 N -0.564801 0.753704 1.718759  -0.915
13 N 2.209758 1.692275 1.495694  -0.861
14 N 3.952108 -2.521268 1.651870  -0.473
15 C -1.030849 1.746151 -2.097919  0.131
16 C 2.568265 2.157741 -2.634539  -0.368
17 C -3.261611 2.888134 0.513085  -0.265
18 C 3.078149 -3.645770 -2.507245  -0.296
19 C 2.217703 -3.616502 3.577210  -0.077
20 C 0.418337 1.751636 -2.159250  -0.024
21 C -0.181012 2.158775 1.845916  -0.230
22 C 4.726933 -2.420469 -3.768141  -0.297
23 C 1.275280 -3.413201 1.408066  -0.115
24 C 2.135413 -2.619440 -2.662968  -0.148
25 C 1.231958 2.324832 2.372027  -0.218
26 C -5.143140 1.449528 1.949429  -0.200
27 C 2.453852 1.094893 -1.745287  -0.069
28 C 3.802756 -1.393543 -3.934240  -0.216
29 C 3.877712 -2.017965 3.023006  -0.074
30 C 3.575887 -3.938756 1.661757  -0.076
31 C -3.766657 3.403274 1.698257  -0.227
32 C 4.351305 -3.550720 -3.050784  -0.161
33 C 1.582338 -1.472029 2.776258  -0.095
34 C -4.634465 0.935640 0.762191  -0.214
35 C 2.528517 -1.492674 -3.396952  -0.246
36 C -4.710748 2.681034 2.418976  -0.237
37 C 2.963874 -1.800658 0.850959  -0.108
38 C -3.126180 1.107374 -1.263993  -0.287
39 C -3.691311 1.653190 0.033232  0.059
40 C 1.252391 2.580233 -2.903165  -0.294
41 H 4.075725 -0.496786 -4.479336  0.200
42 H 2.962284 -2.176077 -0.174775  0.238
43 H 3.594461 -4.309251 0.634708  0.209
44 H -2.513070 3.443092 -0.042280  0.203
45 H -4.963548 -0.037978 0.417095  0.251
46 H 4.131605 -0.955163 3.024445  0.191
47 H 4.306644 -4.491683 2.258903  0.180
48 H 3.146734 1.950062 1.780404  0.352
49 H 1.823076 -0.408729 2.762385  0.222
50 H -5.871493 0.866637 2.499246  0.232
51 H 0.934967 3.377203 -3.559697  0.199
52 H 3.241064 0.470238 -1.345910  0.198
53 H 2.937717 -4.161591 4.194684  0.181
54 H -3.483940 1.711794 -2.110712  0.166
55 H 0.268468 -3.544581 1.805146  0.233
56 H -1.506940 0.678745 1.334569  0.426
57 H -3.418398 4.363197 2.062889  0.193
58 H 5.724504 -2.337713 -4.183651  0.190
59 H 4.604906 -2.557270 3.636574  0.183
60 H 5.054510 -4.364608 -2.909277  0.182
61 H 3.195378 -0.733960 0.856367  0.212
62 H 3.483253 2.550146 -3.051771  0.201
63 H -0.610648 0.310577 2.630807  0.371
64 H 2.786466 -4.530986 -1.952896  0.208
65 H -0.861179 2.703839 2.509519  0.181
66 H -5.106116 3.078270 3.346927  0.198
67 H 2.075312 1.981213 0.531911  0.390
68 H 0.579629 -1.617993 3.184424  0.205
69 H 1.413484 3.400179 2.510520  0.162
70 H -1.560507 2.343639 -2.852882  0.145
71 H -0.266628 2.611538 0.856288  0.204
72 H 1.218136 -3.757100 3.993066  0.203
73 H 1.290835 1.868507 3.368583  0.170
74 H -3.492836 0.088870 -1.397065  0.240
75 H 1.821243 -0.681277 -3.520634  0.230
76 H 1.281341 -3.769447 0.377488  0.252

Force components x, y, z for each atom (eV/Å):
0.29 0.05 0.19
0.19 -0.01 0.08
0.36 0.10 -0.01
-0.55 -0.03 -0.08
-0.78 -0.60 -0.52
0.13 0.26 0.15
-0.04 0.00 0.01
-0.03 0.00 -0.03
-0.01 -0.04 0.10
0.22 0.17 0.05
-0.02 0.02 -0.06
-0.06 0.01 -0.10
0.08 -0.03 0.25
0.03 0.03 0.00
0.12 0.09 -0.01
-0.02 0.05 0.00
-0.02 0.02 0.01
0.06 -0.03 -0.02
-0.03 0.02 0.01
-0.06 -0.05 0.10
-0.02 -0.03 0.04
0.01 0.02 0.02
0.04 -0.01 -0.03
-0.19 0.05 0.07
-0.06 0.06 -0.01
-0.02 -0.02 -0.06
-0.04 0.13 0.18
0.00 -0.06 0.03
0.00 -0.02 0.03
0.02 0.00 -0.03
0.02 -0.03 -0.01
-0.02 0.04 -0.02
0.05 -0.01 0.10
0.02 0.07 0.04
0.02 0.00 -0.10
-0.02 0.03 0.02
-0.08 0.03 -0.02
0.05 -0.07 0.12
0.04 0.00 -0.06
0.01 -0.07 -0.11
0.01 0.00 -0.01
0.07 0.00 0.02
0.01 0.00 0.02
0.00 0.01 -0.02
0.02 0.01 -0.01
0.00 0.00 -0.01
0.01 -0.01 0.00
0.03 0.01 -0.13
0.02 -0.01 0.00
0.03 -0.01 0.02
0.00 -0.01 -0.02
-0.01 0.04 0.01
0.01 0.01 -0.01
-0.01 0.02 -0.01
0.00 -0.01 0.01
-0.01 -0.02 0.05
-0.01 0.01 0.00
-0.01 -0.01 -0.01
0.01 0.01 0.00
0.01 0.00 0.00
0.04 0.01 -0.02
0.00 0.00 0.00
-0.02 -0.03 -0.03
0.00 0.00 0.00
-0.03 0.05 -0.02
0.01 -0.01 0.00
0.03 -0.05 -0.06
-0.01 -0.02 0.00
-0.05 0.01 0.01
0.03 0.06 0.01
0.05 0.01 -0.07
0.00 0.00 0.00
0.06 -0.02 -0.03
0.00 -0.07 0.01
0.02 -0.09 -0.05
-0.01 0.01 0.01